[1]
{
  "formula": "C66H134N2O17",
  "method": "ωB97M-V/def2-TZVPD",
  "homo_lumo_gap_ev": 9.55,
  "e_tot_ha": -3983.30074,
  "species": ["C", "O", "N", "C", "C", "H", "H", "H", "H", "H", "H", "H", "C", "O", "N", "C", "C", "H", "H", "H", "H", "H", "H", "H", "C", "C", "C", "O", "C", "H", "H", "H", "H", "H", "H", "H", "H", "C", "C", "C", "O", "C", "H", "H", "H", "H", "H", "H", "H", "H", "C", "C", "C", "O", "C", "H", "H", "H", "H", "H", "H", "H", "H", "C", "C", "C", "O", "C", "H", "H", "H", "H", "H", "H", "H", "H", "C", "C", "C", "O", "C", "H", "H", "H", "H", "H", "H", "H", "H", "C", "C", "C", "O", "C", "H", "H", "H", "H", "H", "H", "H", "H", "C", "C", "C", "O", "C", "H", "H", "H", "H", "H", "H", "H", "H", "C", "C", "C", "O", "C", "H", "H", "H", "H", "H", "H", "H", "H", "C", "C", "C", "O", "C", "H", "H", "H", "H", "H", "H", "H", "H", "C", "C", "C", "O", "C", "H", "H", "H", "H", "H", "H", "H", "H", "C", "C", "C", "O", "C", "H", "H", "H", "H", "H", "H", "H", "H", "C", "C", "C", "O", "C", "H", "H", "H", "H", "H", "H", "H", "H", "C", "C", "C", "O", "C", "H", "H", "H", "H", "H", "H", "H", "H", "C", "C", "C", "O", "C", "H", "H", "H", "H", "H", "H", "H", "H", "C", "C", "C", "O", "C", "H", "H", "H", "H", "H", "H", "H", "H"],
  "xyz": [[16.00, -3.75, -12.35], [15.56, -4.62, -11.61], [15.84, -2.40, -12.07], [16.59, -1.43, -12.85], [15.01, -1.88, -11.00], [16.53, -3.93, -13.29], [15.97, -0.70, -13.37], [17.03, -1.93, -13.71], [17.42, -1.06, -12.25], [14.68, -2.68, -10.33], [15.58, -1.25, -10.32], [14.16, -1.42, -11.50], [17.57, 5.87, -15.45], [16.41, 5.65, -15.58], [18.24, 5.87, -14.26], [19.65, 6.17, -14.21], [17.52, 5.74, -13.02], [18.23, 6.10, -16.30], [19.82, 7.16, -13.79], [20.11, 6.15, -15.19], [20.34, 5.58, -13.61], [16.44, 5.83, -13.12], [17.78, 4.85, -12.45], [17.81, 6.59, -12.39], [17.26, -0.88, -16.57], [16.98, -2.37, -16.81], [16.12, -2.32, -18.10], [15.79, -0.93, -18.28], [16.05, -0.22, -17.08], [18.14, -0.54, -17.12], [17.38, -0.70, -15.50], [16.36, -2.74, -16.00], [17.88, -2.97, -16.95], [15.18, -2.83, -17.93], [16.67, -2.74, -18.94], [15.27, -0.40, -16.33], [16.26, 0.85, -17.16], [17.55, 7.10, -7.91], [16.66, 6.23, -6.98], [15.62, 7.15, -6.41], [15.51, 8.16, -7.41], [16.82, 8.45, -7.92], [17.60, 6.66, -8.90], [18.57, 7.34, -7.60], [17.19, 5.61, -6.25], [16.02, 5.50, -7.48], [15.83, 7.61, -5.44], [14.71, 6.59, -6.20], [17.29, 9.17, -7.25], [16.70, 8.83, -8.93], [22.32, -4.70, -12.90], [22.41, -3.55, -13.83], [21.20, -2.64, -13.39], [20.49, -3.42, -12.43], [21.38, -4.34, -11.76], [23.31, -4.96, -12.52], [21.90, -5.54, -13.46], [22.26, -3.83, -14.87], [23.34, -2.99, -13.80], [20.66, -2.39, -14.30], [21.48, -1.68, -12.95], [20.80, -5.22, -11.49], [21.72, -3.98, -10.79], [13.14, 3.71, -6.49], [13.69, 2.77, -5.47], [15.14, 2.85, -5.87], [15.06, 2.96, -7.27], [13.68, 3.09, -7.68], [13.48, 4.74, -6.36], [12.05, 3.82, -6.48], [13.38, 1.74, -5.62], [13.65, 3.17, -4.46], [15.73, 2.03, -5.48], [15.56, 3.73, -5.37], [13.16, 2.17, -7.93], [13.72, 3.78, -8.53], [16.80, -2.16, -3.41], [18.07, -1.52, -3.05], [18.17, -0.34, -4.01], [16.84, -0.09, -4.39], [15.89, -0.89, -3.66], [16.46, -2.75, -2.56], [16.86, -2.73, -4.34], [18.87, -2.26, -3.06], [18.05, -1.10, -2.04], [18.88, -0.71, -4.75], [18.50, 0.53, -3.43], [14.96, -1.02, -4.22], [15.70, -0.30, -2.77], [13.76, -1.44, -7.15], [13.73, -2.74, -6.39], [12.92, -3.71, -7.15], [12.02, -2.80, -7.87], [12.37, -1.39, -7.72], [14.47, -1.47, -7.98], [14.08, -0.66, -6.46], [13.22, -2.61, -5.43], [14.74, -3.07, -6.14], [12.47, -4.27, -6.34], [13.60, -4.25, -7.81], [11.71, -0.90, -7.01], [12.34, -0.84, -8.66], [24.69, 2.84, -11.69], [24.82, 3.48, -13.09], [25.23, 2.28, -14.05], [25.35, 1.17, -13.17], [25.57, 1.61, -11.80], [23.70, 2.53, -11.38], [25.01, 3.41, -10.82], [25.53, 4.30, -13.19], [23.84, 3.83, -13.41], [26.17, 2.58, -14.51], [24.46, 2.06, -14.79], [26.64, 1.78, -11.67], [25.24, 0.81, -11.14], [21.41, 1.32, -14.82], [20.23, 1.48, -15.75], [19.47, 2.60, -15.09], [19.89, 2.69, -13.76], [20.90, 1.69, -13.46], [22.27, 1.93, -15.08], [21.80, 0.30, -14.71], [19.69, 0.55, -15.88], [20.61, 1.77, -16.73], [18.41, 2.35, -15.05], [19.66, 3.58, -15.52], [20.43, 0.84, -12.97], [21.62, 1.94, -12.68], [17.23, 3.11, -9.86], [18.59, 2.53, -10.14], [18.32, 1.18, -10.80], [17.00, 0.86, -10.32], [16.58, 1.78, -9.35], [16.62, 3.45, -10.70], [17.32, 3.88, -9.09], [19.21, 2.42, -9.25], [19.11, 3.09, -10.92], [18.90, 0.38, -10.34], [18.27, 1.15, -11.89], [17.03, 1.40, -8.43], [15.50, 1.67, -9.20], [21.46, 5.10, -10.88], [20.56, 6.09, -10.12], [20.85, 7.35, -10.93], [22.14, 7.22, -11.29], [22.45, 5.92, -11.63], [20.92, 4.45, -11.56], [21.99, 4.45, -10.18], [20.90, 6.20, -9.10], [19.50, 5.86, -10.26], [20.85, 8.26, -10.34], [20.25, 7.46, -11.84], [23.46, 5.76, -11.25], [22.30, 5.84, -12.71], [19.58, 2.55, -6.32], [18.80, 3.09, -5.17], [19.80, 4.12, -4.62], [20.55, 4.60, -5.74], [20.26, 3.85, -6.92], [18.87, 2.08, -6.99], [20.28, 1.78, -6.01], [18.65, 2.35, -4.38], [17.89, 3.56, -5.53], [20.49, 3.72, -3.88], [19.21, 4.95, -4.24], [21.12, 3.58, -7.53], [19.55, 4.40, -7.54], [13.38, 2.47, -11.25], [12.21, 1.47, -11.46], [12.47, 0.84, -12.88], [13.54, 1.60, -13.39], [14.39, 2.21, -12.41], [13.91, 2.35, -10.30], [12.97, 3.47, -11.33], [11.19, 1.84, -11.52], [12.15, 0.72, -10.68], [11.66, 0.71, -13.60], [12.91, -0.15, -12.78], [14.89, 3.12, -12.73], [15.23, 1.57, -12.16], [14.32, 6.22, -11.19], [13.78, 6.03, -12.58], [13.77, 7.47, -13.13], [13.75, 8.36, -12.01], [14.58, 7.72, -11.02], [15.21, 5.71, -10.83], [13.51, 5.89, -10.53], [12.82, 5.53, -12.43], [14.45, 5.44, -13.20], [12.96, 7.62, -13.84], [14.61, 7.76, -13.75], [14.21, 7.99, -10.03], [15.65, 7.92, -11.02], [17.90, -4.04, -8.93], [17.39, -3.33, -7.72], [18.48, -2.19, -7.52], [19.35, -2.35, -8.60], [18.62, -2.96, -9.67], [17.03, -4.41, -9.46], [18.60, -4.86, -8.72], [17.19, -3.97, -6.86], [16.47, -2.84, -8.02], [19.02, -2.25, -6.58], [18.15, -1.16, -7.65], [19.30, -3.46, -10.37], [18.00, -2.26, -10.23], [22.51, 1.42, -8.93], [21.71, 0.27, -8.20], [22.52, 0.03, -6.98], [23.79, 0.69, -7.16], [23.60, 1.87, -7.86], [21.84, 2.26, -9.13], [22.97, 1.00, -9.83], [21.58, -0.58, -8.87], [20.77, 0.73, -7.90], [22.64, -1.02, -6.72], [22.06, 0.47, -6.10], [24.49, 2.40, -8.18], [23.28, 2.54, -7.06]]
}

[2]
{
  "formula": "CH3Cl2FSi",
  "method": "ωB97M-V/def2-TZVPD",
  "e_above_lowest_kj_mol": 462.4,
  "homo_lumo_gap_ev": 8.74,
  "e_tot_ha": -1349.66000,
  "species": ["C", "F", "Si", "Cl", "Cl", "H", "H", "H"],
  "xyz": [[0.91, -0.14, -0.10], [-0.19, -1.44, 1.83], [-0.59, 0.67, -0.55], [-1.74, 0.13, -2.09], [-1.75, 1.87, 0.57], [0.58, -1.13, 1.08], [1.19, -0.54, -1.03], [1.60, 0.58, 0.28]]
}

[3]
{
  "formula": "H10O5",
  "method": "ωB97M-V/def2-TZVPD",
  "e_above_lowest_kj_mol": 642.0,
  "homo_lumo_gap_ev": 9.80,
  "e_tot_ha": -381.97966,
  "species": ["O", "H", "H", "O", "H", "H", "O", "H", "H", "O", "H", "H", "O", "H", "H"],
  "xyz": [[1.60, 0.84, -0.82], [2.27, 0.24, -1.15], [1.87, 1.70, -1.15], [-0.64, -0.43, -0.19], [0.12, 0.12, -0.38], [-1.15, 0.06, 0.44], [-3.26, 0.23, 1.09], [-2.58, -0.44, 1.06], [-4.01, -0.16, 0.64], [0.33, -1.68, -1.31], [0.67, -2.28, -0.64], [-0.15, -1.02, -0.81], [1.29, 1.06, 1.21], [1.56, 0.95, 0.30], [2.06, 0.79, 1.72]]
}

no.,strongest force on any atom (eV/A)
1,3.58
2,3.14
3,14.08